105
Properties=species:S:1:pos:R:3:forces:R:3 method="wB97M-V/def2-TZVPD" largest_force_ha_per_bohr=0.0815 smiles="CCOS(C)(=O)=O.CCOS(C)(=O)=O.CCOS(C)(=O)=O.CCOS(C)(=O)=O.CCOS(C)(=O)=O.CCOS(C)(=O)=O.CCOS(C)(=O)=O"
O 34.726 22.492 -21.728 -1.84 -1.74 0.27
S 33.422 21.843 -21.562 -1.30 1.18 0.48
O 32.963 20.654 -22.265 1.29 1.08 0.60
O 33.094 21.600 -19.952 0.74 0.58 -0.84
C 33.173 20.271 -19.407 0.19 -1.00 0.54
C 33.487 20.266 -17.898 0.19 1.37 -0.37
C 32.154 23.177 -21.830 1.75 -0.88 0.78
H 33.998 19.717 -19.855 -0.17 0.03 -0.40
H 32.231 19.765 -19.618 0.07 -0.05 -0.09
H 33.685 19.275 -17.492 -0.22 -0.04 -0.31
H 32.755 20.790 -17.283 -0.36 -0.26 -0.14
H 34.388 20.865 -17.764 0.26 -0.14 0.02
H 32.264 23.413 -22.889 -0.55 -0.13 0.08
H 32.524 24.014 -21.239 -0.11 0.00 -0.04
H 31.204 22.821 -21.430 0.04 0.03 -0.58
O 27.230 32.071 -18.489 1.65 -0.18 -0.31
S 28.443 31.397 -18.934 -0.99 -0.29 -0.25
O 29.599 32.117 -19.444 -1.34 -0.74 0.84
O 28.892 30.391 -17.720 0.36 0.41 -0.69
C 29.473 31.004 -16.506 -0.97 0.57 -0.15
C 29.524 29.963 -15.417 0.08 -0.03 -0.62
C 27.841 30.203 -20.204 0.60 0.21 0.72
H 28.771 31.784 -16.210 0.20 0.29 -0.08
H 30.459 31.424 -16.706 -0.12 -0.04 -0.29
H 28.518 29.591 -15.220 0.14 -0.32 -0.12
H 29.892 30.394 -14.487 0.18 0.08 -0.14
H 30.215 29.205 -15.786 -0.21 -0.43 0.47
H 27.039 29.596 -19.784 0.25 0.04 0.20
H 28.666 29.598 -20.580 -0.06 0.04 0.18
H 27.413 30.783 -21.021 0.22 0.31 0.22
O 20.585 21.946 -14.919 0.74 1.94 1.87
S 21.243 22.826 -13.925 0.60 0.62 -1.42
O 21.353 24.284 -14.151 -0.60 -3.24 0.86
O 20.642 22.554 -12.419 -0.09 -0.70 -1.85
C 19.968 21.263 -12.278 -1.43 -0.77 2.46
C 18.720 21.494 -11.329 0.05 0.25 -0.99
C 22.891 22.099 -13.723 -0.88 -0.29 -0.12
H 20.557 20.505 -11.762 0.95 0.55 0.23
H 19.737 20.712 -13.189 -0.38 1.08 -0.37
H 18.875 21.670 -10.265 0.96 0.24 -0.16
H 18.024 20.656 -11.284 0.13 -0.25 -0.66
H 18.181 22.361 -11.711 -0.16 -0.06 0.00
H 23.468 22.284 -14.629 0.03 0.41 0.25
H 22.679 21.030 -13.726 0.05 -0.04 0.21
H 23.347 22.388 -12.776 0.02 0.27 -0.33
O 18.970 19.363 -22.130 2.32 1.01 1.25
S 20.117 19.852 -21.363 0.57 -0.42 0.93
O 21.125 18.955 -20.777 -2.20 1.05 -0.61
O 20.997 20.833 -22.280 -2.79 -1.08 -0.54
C 22.098 21.466 -21.758 3.05 1.37 0.16
C 23.256 21.210 -22.732 0.07 0.77 -0.51
C 19.515 21.044 -20.071 -0.06 -0.54 0.12
H 22.470 21.187 -20.772 -0.62 -0.88 0.13
H 21.904 22.529 -21.614 -0.25 0.21 -0.50
H 24.123 21.854 -22.585 0.21 -0.29 0.95
H 23.046 21.544 -23.748 -0.79 -0.41 -0.15
H 23.514 20.152 -22.747 0.11 0.14 0.06
H 18.671 21.638 -20.421 0.08 -0.32 -0.36
H 20.260 21.731 -19.670 0.48 -0.20 -0.60
H 19.212 20.486 -19.185 -0.17 -0.39 -0.30
O 24.496 26.171 -10.075 2.85 2.62 -1.61
S 25.481 27.033 -10.796 -1.38 -0.22 0.08
O 25.658 26.852 -12.241 -0.02 0.23 2.07
O 25.040 28.662 -10.526 0.94 -2.28 0.13
C 25.491 29.677 -11.490 -0.65 -0.99 0.46
C 24.499 29.692 -12.611 -0.41 0.19 -1.01
C 27.183 27.037 -9.978 -1.50 -0.37 -0.33
H 26.505 29.484 -11.841 0.02 -0.29 -0.04
H 25.532 30.603 -10.915 -0.21 -0.06 0.02
H 23.469 29.939 -12.354 0.24 0.56 0.54
H 24.345 28.724 -13.088 0.70 -0.10 0.05
H 24.868 30.391 -13.362 -0.24 0.09 -0.19
H 27.556 28.035 -10.209 0.14 -0.20 0.38
H 27.835 26.245 -10.348 -0.35 0.12 -0.59
H 27.023 26.787 -8.929 -0.12 0.67 0.03
O 26.416 25.664 -19.710 1.32 -1.80 3.27
S 26.652 24.978 -18.405 -0.52 0.21 -0.49
O 26.003 23.680 -18.151 1.22 2.26 -0.34
O 28.276 24.823 -18.051 -1.96 0.06 -0.68
C 28.734 23.831 -17.055 0.94 0.91 -0.76
C 30.062 24.465 -16.568 -0.68 -0.34 0.21
C 26.222 26.176 -17.078 -0.27 -0.02 -0.56
H 28.890 22.899 -17.597 0.05 0.01 0.10
H 28.016 23.638 -16.257 -0.11 0.38 -0.07
H 30.491 23.853 -15.775 0.13 -0.09 -0.10
H 29.896 25.457 -16.148 -0.28 -0.04 0.05
H 30.783 24.611 -17.373 -0.13 -0.34 -0.07
H 25.156 26.383 -17.169 -0.11 -0.52 0.16
H 26.667 27.163 -17.205 0.55 -0.33 -0.48
H 26.501 25.807 -16.091 -0.18 -0.31 -0.20
O 37.127 31.360 -18.699 0.96 -2.87 0.94
S 37.795 30.098 -18.330 0.18 1.49 0.13
O 38.648 30.044 -17.123 -1.86 -0.13 -2.35
O 36.676 28.887 -18.312 0.46 2.11 -0.07
C 37.135 27.679 -17.756 0.17 -0.82 1.04
C 36.042 26.630 -17.711 0.26 -0.19 -0.07
C 38.733 29.531 -19.763 0.26 -0.40 0.61
H 37.430 27.828 -16.717 0.48 0.38 -0.23
H 37.966 27.270 -18.330 0.21 0.30 0.02
H 35.087 26.962 -18.118 0.16 -0.04 -0.10
H 35.915 26.349 -16.666 -0.29 -0.23 -0.18
H 36.463 25.794 -18.270 -0.73 -0.32 0.05
H 38.088 29.159 -20.559 -0.22 0.58 0.10
H 39.305 28.664 -19.432 0.18 0.16 0.12
H 39.418 30.321 -20.069 -0.23 -0.03 -0.01

***

105
Properties=species:S:1:pos:R:3:forces:R:3 method="wB97M-V/def2-TZVPD" largest_force_ha_per_bohr=0.0697 smiles="CCOS(C)(=O)=O.CCOS(C)(=O)=O.CCOS(C)(=O)=O.CCOS(C)(=O)=O.CCOS(C)(=O)=O.CCOS(C)(=O)=O.CCOS(C)(=O)=O"
O -3.012 -1.960 1.432 0.87 0.07 0.90
S -2.079 -1.313 2.323 -0.22 -1.34 -2.06
O -1.795 0.056 2.092 0.25 1.68 -0.20
O -2.619 -1.517 3.736 -0.63 -0.83 0.89
C -2.180 -0.624 4.788 0.54 0.71 -1.01
C -3.432 0.003 5.300 -0.65 0.42 0.25
C -0.476 -2.102 2.286 -1.71 -1.42 0.45
H -1.563 0.140 4.250 -0.13 -0.56 1.09
H -1.626 -1.263 5.472 0.08 0.37 0.20
H -4.138 -0.775 5.648 0.25 0.57 -0.22
H -3.863 0.636 4.503 -0.03 -0.57 0.23
H -3.224 0.708 6.100 0.12 -0.11 0.36
H 0.222 -1.437 2.768 0.35 -0.12 0.20
H -0.397 -2.152 1.216 0.81 -0.20 -0.52
H -0.554 -3.153 2.704 0.28 1.38 -0.39
O 0.069 3.987 2.540 -1.71 0.18 -0.89
S -1.399 4.055 2.454 2.48 1.52 0.37
O -2.043 3.197 3.387 -1.22 -0.55 0.05
O -1.829 5.590 2.734 0.09 -1.50 -0.11
C -2.116 5.941 4.134 1.49 -0.50 -0.46
C -0.902 5.640 5.079 -1.26 1.15 -0.29
C -1.911 3.934 0.757 -0.96 -1.44 1.11
H -3.028 5.432 4.434 0.04 -0.04 0.11
H -2.280 6.974 3.935 -0.34 0.94 0.73
H -1.332 5.760 6.120 1.02 0.13 -0.97
H 0.002 6.279 4.813 -1.29 -0.75 0.65
H -0.677 4.600 4.925 0.37 -0.35 0.26
H -1.469 4.734 0.229 0.31 0.91 -0.57
H -3.002 3.807 0.628 0.55 0.56 0.37
H -1.493 2.992 0.449 0.41 -0.42 -0.36
O 4.282 4.617 -0.554 0.24 -1.11 2.06
S 4.069 5.433 -1.675 1.11 2.27 -2.54
O 4.291 6.864 -1.625 -0.46 -1.48 0.05
O 5.076 4.935 -2.843 -0.42 -0.87 0.36
C 5.171 3.452 -3.050 1.32 1.15 1.91
C 6.636 2.983 -3.134 0.35 1.29 -0.21
C 2.483 5.036 -2.322 -0.05 0.39 0.00
H 4.663 3.275 -3.961 -0.58 -0.42 -0.78
H 4.724 2.957 -2.178 -0.26 0.13 -0.43
H 7.288 3.156 -2.217 -1.18 -0.03 -1.07
H 7.122 3.475 -4.027 -0.34 -0.70 0.96
H 6.538 1.915 -3.286 0.37 -0.30 -0.21
H 2.465 3.933 -2.335 -0.41 0.59 -0.19
H 2.342 5.544 -3.293 0.12 -0.47 0.49
H 1.779 5.455 -1.582 0.16 -0.40 -0.33
O 1.937 2.049 -1.457 -0.07 -0.35 0.41
S 0.908 1.256 -0.842 1.21 -0.76 -0.60
O -0.441 1.583 -1.114 -1.23 0.37 0.04
O 1.176 -0.248 -1.283 0.65 0.50 -0.23
C 0.058 -1.087 -1.521 -0.07 -1.80 0.31
C 0.553 -2.447 -1.931 1.24 -1.73 0.65
C 1.225 1.081 0.860 -0.69 0.89 0.08
H -0.563 -0.665 -2.278 -0.61 0.37 -0.33
H -0.484 -1.297 -0.604 -0.46 0.75 0.10
H 1.088 -3.043 -1.131 -0.51 1.06 -0.33
H 1.252 -2.469 -2.742 0.50 0.58 -0.67
H -0.203 -3.149 -2.247 -0.86 0.26 -0.01
H 2.272 0.809 0.915 -0.02 -0.09 0.44
H 0.498 0.391 1.318 0.47 0.16 -0.31
H 1.015 2.092 1.234 0.39 -0.19 0.38
O -3.966 -0.991 -2.866 0.15 -1.25 0.63
S -3.871 -2.371 -2.444 -0.32 -0.05 -0.05
O -2.830 -2.872 -1.585 0.14 0.63 -0.35
O -5.251 -2.793 -1.731 -0.08 0.85 -1.26
C -5.222 -3.510 -0.474 -0.04 0.79 -0.15
C -6.600 -3.536 0.140 -0.17 -1.58 -1.61
C -3.867 -3.414 -3.897 0.95 1.33 -1.27
H -4.484 -3.018 0.103 0.50 0.34 0.99
H -4.863 -4.484 -0.682 0.22 -1.21 -0.16
H -7.289 -3.885 -0.687 0.39 0.51 1.01
H -6.928 -2.594 0.540 -0.09 0.26 0.25
H -6.569 -4.360 0.870 -0.26 0.60 0.09
H -2.826 -3.440 -4.362 -1.18 -0.19 1.15
H -4.492 -2.992 -4.704 -0.10 -0.11 0.69
H -4.241 -4.350 -3.559 0.01 -0.96 -0.02
O 1.535 -0.518 4.655 -0.56 0.24 -0.24
S 2.253 0.696 4.883 0.49 0.48 -0.44
O 3.176 0.744 5.965 0.30 0.03 0.72
O 3.044 0.986 3.533 0.16 0.20 0.07
C 4.266 1.814 3.632 -0.72 0.35 -1.35
C 4.120 3.132 2.843 -0.23 -0.58 1.54
C 1.182 2.118 4.973 -0.67 -0.58 -0.18
H 5.040 1.232 3.177 0.47 -0.60 -0.04
H 4.448 1.934 4.675 0.39 0.36 0.61
H 4.990 3.761 3.125 -0.52 -0.23 -0.57
H 3.208 3.590 3.219 -0.02 0.48 -0.10
H 3.988 2.984 1.778 0.36 0.02 -0.14
H 0.480 1.918 5.818 0.76 0.50 -0.40
H 0.580 2.053 4.054 0.22 0.39 0.23
H 1.767 3.073 5.015 -0.59 -1.04 0.16
O 0.728 -4.551 -6.265 -0.09 -0.15 -1.33
S 0.680 -5.532 -5.240 -1.20 -1.12 2.15
O -0.363 -5.380 -4.227 1.15 -0.37 -1.25
O 0.654 -7.119 -5.759 0.16 2.50 -0.21
C -0.158 -7.361 -6.964 0.84 -0.93 0.23
C -1.605 -7.487 -6.510 0.17 1.61 -0.79
C 2.231 -5.564 -4.418 -0.87 -0.16 1.07
H 0.308 -8.320 -7.310 -0.78 0.70 0.14
H 0.081 -6.603 -7.739 -0.45 -0.23 0.60
H -1.697 -8.198 -5.729 0.00 -0.70 0.70
H -2.266 -7.745 -7.318 -0.18 -0.32 -0.50
H -1.974 -6.511 -6.139 0.29 -0.44 -0.05
H 2.528 -4.552 -4.204 -0.34 0.57 0.21
H 3.002 -5.945 -5.036 0.54 -0.92 -0.49
H 1.998 -6.098 -3.481 0.70 0.02 -0.48

***

Taking the records one at a time from the top gives LUMO energy values of -0.16; 0.43 eV.
Taking the records one at a time from the top gives orbital gap values of 10.8; 11.2 eV.